DFT (wB97M-V/def2-TZVPD) results for a cluster of 2 separate species, C23H29N3O6S in total.

The geometry in XYZ format:
```
62
Properties=species:S:1:pos:R:3:forces:R:3
C -1.131124 -5.969641 1.142737 3.243 -1.176 -0.450
C -1.085867 -5.289565 -0.300787 -3.049 -5.642 2.416
H -1.953657 -5.536845 -0.885773 -0.656 -2.646 -0.215
H -0.273869 -5.496065 -0.899635 2.290 -0.763 -0.798
O -1.281804 -4.039232 -0.317245 -2.438 11.513 2.091
C -2.592646 -3.443618 0.152000 -0.437 -1.206 -0.965
O -3.637215 -4.146799 0.298801 4.282 2.758 -0.394
N -2.517023 -2.006317 0.223744 1.815 -5.335 0.692
C -1.395797 -1.160597 0.048933 3.879 0.775 2.266
H -0.407542 -1.843707 0.051665 -2.185 1.815 -0.256
H -1.324342 -0.312386 1.020570 -0.275 -2.730 -2.563
C -1.640637 -0.245142 -1.229510 11.314 -6.821 3.469
N -2.747539 0.226586 -1.147573 -9.961 14.220 1.209
C -2.897580 1.826945 -0.878462 -3.004 -7.509 -1.576
O -4.013642 2.235111 -0.815686 -0.864 0.709 0.610
C -1.753318 2.591706 -1.039153 6.680 0.159 -3.757
N -0.831882 2.518381 0.093241 -6.733 1.431 2.234
C 0.466488 2.336211 0.018466 3.250 5.501 -6.582
C 1.216837 1.610291 0.756552 -7.562 -4.950 8.431
C 2.428895 1.261152 0.829911 9.713 -1.761 -2.398
C 3.170311 1.774771 -0.398521 2.711 -1.748 5.557
C 2.493496 2.758722 -1.040232 8.597 0.865 -7.131
C 1.266736 3.086481 -1.013024 -6.056 -2.919 5.082
H 0.758494 3.716831 -1.586606 -1.462 2.754 -2.569
H 3.207112 3.282751 -2.215665 -1.928 -1.504 3.883
O 4.644822 1.593246 -0.461468 -4.251 -1.534 -0.512
C 5.126615 0.174268 -0.128121 4.266 12.157 -0.108
C 6.470466 0.531311 0.289795 -7.117 -15.805 0.746
C 6.996261 -0.857241 0.714055 5.461 6.534 -0.342
C 6.448459 -2.066368 0.513432 -3.537 1.636 -1.516
C 5.118768 -1.925813 -0.065257 0.827 -10.175 1.130
C 4.424194 -0.877073 -0.430784 2.223 -0.738 1.178
H 3.472194 -0.822387 -0.655816 -4.494 -0.059 -1.509
H 4.566961 -3.101237 -0.176097 1.463 3.626 0.136
H 6.883151 -3.022209 0.671209 0.257 -0.391 0.292
H 8.138896 -0.603364 0.989625 -2.417 -1.690 -0.081
H 6.961278 1.324209 0.267595 3.777 6.960 0.030
H 2.921024 0.564410 1.687178 -1.300 1.839 -2.457
H 0.511138 1.100121 1.623853 1.857 1.091 -1.870
S -1.696713 2.767718 1.660029 6.482 -8.621 4.168
O -0.492328 2.945362 2.664136 -4.739 1.310 -3.697
O -2.352901 1.436419 2.006253 0.804 3.557 -1.452
C -2.933734 3.885407 1.574093 1.218 3.662 -2.817
H -3.223550 3.872381 2.596554 -0.543 0.686 0.897
H -3.754363 3.684679 0.825103 1.116 -0.091 0.918
H -2.209787 4.782791 1.210870 -2.440 -1.034 1.181
C -2.031170 3.903858 -1.608849 -4.442 5.368 -1.639
H -1.214323 4.599185 -1.381269 -0.397 0.003 0.061
H -2.239837 4.082381 -2.831593 0.669 -1.291 3.329
H -3.179522 4.378001 -1.138687 3.750 -1.144 -1.329
H -1.048456 2.211393 -1.998444 -1.828 -0.157 2.609
C -3.900310 -0.401738 -0.856233 1.504 -8.136 0.495
H -4.614222 0.256483 -0.813831 -4.268 3.233 0.392
C -3.653921 -1.351341 0.567251 -2.404 6.103 -0.042
H -4.429990 -2.030758 0.734556 -1.350 -0.741 0.212
H -3.582262 -0.494547 1.531654 0.169 -2.735 -2.732
H -4.062671 -1.174551 -1.734089 -0.229 1.000 1.707
H -0.755263 0.318178 -1.196306 0.788 1.543 -0.525
H -1.578518 -0.911239 -1.975228 0.725 -2.758 -3.543
H -0.196823 -5.604960 1.930433 -2.472 -1.100 -2.560
H -1.002634 -7.112487 0.830764 -0.267 2.207 1.392
H -2.053829 -5.790534 1.694898 -0.025 -0.105 -0.430
```
Forces are in eV/Å.

Electronic energy, eV: -51891.44717
M, g mol⁻¹: 475.567
ΔE to the lowest compared entry with this formula, charge and spin, kcal per mole: 515.90
Lowest unoccupied orbital energy, eV: -0.10
Charge: 0